# C29H91N23O14

14 unconnected molecules or ions with the total composition C29H91N23O14 in a non-equilibrium geometry (ωB97M-V with the def2-TZVPD basis set, OMol25).

XYZ file:
```
157
Properties=species:S:1:pos:R:3
O 3.30 1.76 3.18
O 3.70 -1.43 -0.67
O -5.74 -0.93 1.80
O -3.44 -5.69 -3.84
O 0.11 0.37 5.75
O -1.14 -5.86 0.80
O 2.66 -2.47 -5.07
O 1.77 1.35 -0.26
O -0.54 4.70 5.99
O -3.51 4.06 0.95
O 1.38 -2.50 3.28
O -3.23 -0.77 -5.62
O 6.45 3.15 -2.65
O -4.03 -5.17 3.36
N 0.55 -4.56 1.37
N -1.27 -2.70 -4.35
N 5.83 -1.07 0.00
N 3.59 -1.44 -3.34
N -0.77 1.92 -5.63
N 4.21 -0.13 1.00
N 3.25 3.90 3.72
N -0.94 -1.48 4.92
N 3.62 -3.02 3.84
N -4.05 -3.33 2.00
N 6.24 2.18 -6.36
N 1.58 -2.07 -3.12
N 2.77 -1.26 4.47
N -4.12 -0.27 3.09
N -2.42 2.34 1.50
N -0.99 -4.80 2.75
N -1.33 3.78 0.34
N 2.60 3.33 1.68
N -5.87 -4.10 2.72
N -1.99 -0.12 6.30
N -3.85 4.51 4.37
N -6.20 0.49 3.38
N 0.01 1.08 2.12
C -1.44 0.73 -3.70
C -2.07 5.90 3.66
C -5.39 -0.25 2.74
C -2.51 3.43 0.83
C 8.12 2.51 -4.98
C 4.57 -0.89 0.04
C -1.97 4.63 5.94
C 2.12 1.82 -1.54
C -0.95 -0.97 1.18
C 0.25 -0.06 1.19
C -2.92 -4.57 -4.54
C -1.89 -3.81 -3.66
C 5.84 3.09 -4.01
C 2.60 -2.02 -3.94
C -2.45 4.66 4.44
C 6.61 2.13 -4.97
C -2.44 -3.25 -2.33
C 6.13 2.17 -1.72
C 3.03 2.91 2.87
C -2.84 0.57 -5.73
C -1.39 0.69 -5.24
C 0.58 0.55 -0.25
C -4.58 -4.26 2.78
C 2.52 -2.32 3.73
C -0.90 -0.32 5.59
C -4.14 -1.22 -6.57
C -4.70 -6.13 -4.31
C 0.09 3.53 5.49
C -0.55 -5.13 1.55
H 4.84 2.67 -4.02
H -5.08 -0.68 -6.51
H 1.71 -1.57 -2.25
H -2.92 -2.29 -2.47
H 1.27 2.31 -2.02
H 0.77 1.71 1.89
H 0.05 2.78 6.28
H 0.67 -0.34 -0.87
H -0.66 -2.00 0.95
H 4.40 -2.77 4.44
H -2.87 0.86 -6.78
H -3.10 -4.07 -2.05
H -4.53 -2.48 1.76
H 4.90 0.27 1.62
H -3.48 -0.78 2.50
H 3.69 -1.16 4.88
H -0.75 1.89 -6.64
H 6.91 1.60 -6.85
H -0.60 3.12 0.55
H -7.17 0.46 3.11
H 3.53 -1.26 -2.35
H -2.05 3.84 3.85
H -2.34 3.80 6.54
H -3.84 -1.15 -7.62
H -1.84 1.61 -3.20
H 8.79 2.42 -4.13
H 3.54 3.73 4.67
H 2.92 2.56 -1.50
H -3.73 -3.87 -4.78
H 2.19 4.25 1.68
H -0.19 -1.76 4.30
H -1.55 1.83 1.53
H -3.89 0.18 3.96
H -1.42 -1.12 2.15
H 6.17 -1.74 -0.66
H -0.47 0.55 -3.24
H -6.40 -4.90 3.03
H -4.00 4.50 3.38
H -5.12 -7.03 -3.86
H -5.46 -5.35 -4.22
H -1.95 -4.85 3.08
H -3.49 1.20 -5.13
H -2.01 0.86 6.55
H -1.39 4.37 -0.48
H 0.72 -2.21 -3.62
H 5.26 2.48 -1.14
H -1.14 -4.47 -3.22
H 3.23 -0.07 1.26
H 0.97 -4.08 2.15
H 3.76 -3.80 3.22
H 6.47 -0.37 0.35
H -2.54 6.86 3.89
H -0.98 5.91 3.76
H 8.29 3.53 -5.34
H 6.89 2.21 -0.94
H -1.69 -0.57 0.49
H 5.34 1.73 -6.39
H -2.81 -0.69 6.16
H -3.27 1.99 1.91
H 0.21 0.77 3.06
H 2.39 0.97 -2.17
H 3.14 4.85 3.39
H 5.93 1.14 -2.01
H 2.04 -0.56 4.55
H -4.37 -2.22 -6.22
H 8.64 1.95 -5.76
H 1.16 -0.50 1.57
H -0.52 -4.05 3.24
H 0.13 2.18 -5.25
H -4.61 -6.38 -5.37
H 5.76 4.15 -4.23
H -2.39 -4.90 -5.42
H -2.06 -0.09 -3.33
H -0.88 -0.19 -5.62
H -6.30 -3.34 2.20
H 0.99 -4.53 0.46
H -3.05 -3.45 1.95
H -0.66 -2.96 -5.11
H -2.42 5.56 6.31
H -1.50 -2.25 5.26
H -3.87 3.57 4.75
H 2.44 2.66 0.94
H 6.46 1.08 -4.72
H -2.20 5.96 2.58
H -0.37 3.06 4.62
H -5.78 1.18 3.99
H 4.38 -1.74 -3.90
H -0.19 1.24 -0.59
H -1.98 -2.23 -4.90
H -1.70 -3.11 -1.54
H 1.15 3.74 5.33
```

As for the charge: 0. The value obtained for the frontier orbital gap is 8.8 eV. The HOMO energy comes out at -8.965 eV.

***

# C29H92O17

17 unconnected molecules or ions with the total composition C29H92O17 in a non-equilibrium geometry (ωB97M-V with the def2-TZVPD basis set, OMol25).

XYZ file:
```
138
Properties=species:S:1:pos:R:3
O 11.92 -17.74 -10.73
O 14.47 -17.99 -12.22
O 17.18 -10.25 -15.14
O 12.85 -11.40 -15.89
O 20.41 -15.25 -9.61
O 12.78 -14.47 -7.39
O 15.64 -13.76 -11.19
O 9.93 -16.27 -13.19
O 15.50 -16.70 -14.53
O 17.48 -12.18 -9.49
O 11.80 -13.41 -9.61
O 14.97 -16.40 -7.05
O 20.69 -14.00 -14.73
O 14.27 -9.55 -10.88
O 20.25 -12.37 -9.06
O 13.37 -12.18 -11.34
O 13.03 -10.61 -4.83
C 16.66 -18.76 -11.92
C 12.07 -16.44 -14.33
C 16.93 -10.93 -9.25
C 18.84 -16.95 -10.05
C 12.39 -10.65 -7.18
C 19.08 -15.65 -9.31
C 10.67 -15.90 -14.35
C 12.10 -17.99 -9.38
C 12.18 -8.66 -11.80
C 19.20 -14.07 -12.95
C 13.70 -8.77 -11.90
C 15.34 -18.60 -11.29
C 15.73 -11.04 -8.29
C 16.27 -15.99 -6.71
C 13.40 -12.74 -15.93
C 20.50 -10.03 -9.83
C 11.61 -15.56 -5.61
C 19.79 -13.20 -14.01
C 16.20 -11.36 -13.29
C 15.30 -15.00 -10.63
C 11.11 -14.47 -10.28
C 17.01 -10.11 -13.73
C 12.98 -9.79 -6.04
C 15.73 -15.34 -14.37
C 12.63 -12.29 -12.55
C 16.46 -14.77 -15.61
C 16.29 -14.46 -6.95
C 20.67 -11.53 -10.10
C 12.34 -14.28 -6.10
H 10.74 -15.75 -6.26
H 20.88 -9.40 -10.63
H 21.04 -9.81 -8.92
H 19.45 -9.80 -9.64
H 13.03 -11.49 -7.42
H 11.69 -8.11 -12.59
H 13.11 -11.61 -13.22
H 9.04 -16.00 -13.32
H 13.51 -18.02 -11.98
H 16.23 -15.55 -10.49
H 17.40 -15.30 -15.84
H 14.16 -7.79 -11.77
H 16.00 -11.41 -7.32
H 13.19 -14.04 -5.46
H 18.40 -14.84 -9.69
H 11.66 -13.45 -6.06
H 11.72 -9.64 -11.73
H 17.25 -19.33 -11.19
H 15.87 -14.82 -16.52
H 13.98 -10.48 -10.98
H 16.86 -12.67 -10.12
H 19.02 -15.73 -8.21
H 20.02 -11.80 -10.98
H 16.17 -11.25 -12.20
H 12.68 -13.46 -15.52
H 13.98 -9.48 -6.33
H 18.36 -13.56 -12.45
H 15.43 -17.98 -10.40
H 19.97 -14.37 -12.23
H 14.79 -14.75 -14.20
H 16.71 -19.32 -12.88
H 19.27 -12.34 -9.02
H 21.72 -11.79 -10.33
H 14.63 -15.56 -11.30
H 14.92 -19.54 -10.95
H 10.71 -14.81 -14.31
H 12.30 -16.41 -5.50
H 11.95 -8.17 -10.84
H 14.90 -17.35 -7.23
H 16.30 -10.38 -15.47
H 15.13 -10.11 -8.21
H 14.30 -12.80 -15.33
H 13.15 -17.92 -9.10
H 12.58 -16.13 -13.42
H 16.76 -13.74 -15.37
H 14.84 -13.18 -11.33
H 15.21 -17.14 -13.71
H 10.21 -14.78 -9.76
H 16.67 -12.31 -13.55
H 12.68 -11.14 -16.81
H 12.15 -17.53 -14.45
H 13.75 -13.03 -16.93
H 16.15 -14.21 -7.97
H 11.58 -11.96 -12.47
H 12.78 -12.55 -10.62
H 16.50 -16.28 -5.68
H 15.17 -11.28 -13.64
H 11.72 -15.36 -10.45
H 18.70 -14.97 -13.37
H 19.04 -12.74 -14.65
H 16.70 -10.40 -10.19
H 16.42 -15.18 -13.54
H 10.81 -14.12 -11.27
H 17.23 -17.84 -12.04
H 13.95 -9.13 -12.92
H 14.99 -11.72 -8.69
H 11.61 -17.21 -8.79
H 16.50 -9.20 -13.39
H 19.71 -17.64 -9.92
H 14.74 -14.93 -9.70
H 15.52 -13.92 -6.38
H 18.66 -16.79 -11.12
H 20.25 -12.32 -13.56
H 11.24 -15.37 -4.58
H 10.96 -17.70 -10.88
H 18.01 -10.08 -13.26
H 10.13 -16.22 -15.27
H 17.23 -13.98 -6.68
H 21.16 -13.44 -15.37
H 12.25 -10.03 -8.06
H 12.35 -8.92 -5.85
H 11.74 -19.02 -9.14
H 17.95 -17.51 -9.64
H 11.40 -11.01 -6.92
H 16.98 -16.51 -7.40
H 13.54 -15.07 -7.34
H 12.65 -13.29 -13.00
H 12.61 -15.97 -15.16
H 13.75 -10.31 -4.27
H 17.67 -10.31 -8.73
H 12.00 -13.71 -8.68
H 20.46 -14.34 -9.30
```

As for the charge: 0. The value obtained for the frontier orbital gap is 9.7 eV. The HOMO energy comes out at -9.475 eV.

***

# C2Ag8O6

A molecular structure, C2Ag8O6 in a non-equilibrium geometry (ωB97M-V with the def2-TZVPD basis set, OMol25).

XYZ file:
```
16
Properties=species:S:1:pos:R:3
Ag -2.11 -1.78 3.71
Ag 2.47 0.56 -0.41
Ag 0.42 -2.40 -1.03
Ag 1.20 -2.13 1.89
Ag -2.68 1.52 2.70
Ag -0.92 0.79 -2.03
Ag 0.76 0.06 4.46
Ag -2.43 3.12 -0.28
O -0.96 -0.15 2.23
O 2.81 -0.30 -3.64
O 0.08 -0.48 0.23
O 1.04 -0.78 -2.43
O -1.76 0.81 0.43
O 1.27 1.13 -3.54
C -0.87 0.02 0.94
C 1.67 0.00 -3.22
```

As for the charge: +4. The value obtained for the frontier orbital gap is 2.2 eV. The HOMO energy comes out at -18.685 eV.

***

# C2AgFLi2O2

A molecular structure, C2AgFLi2O2 in a non-equilibrium geometry (ωB97M-V with the def2-TZVPD basis set, OMol25).

XYZ file:
```
8
Properties=species:S:1:pos:R:3
Ag -0.76 1.78 -0.24
F -2.04 1.38 1.50
O 0.47 -0.08 -0.02
O 0.42 1.12 3.53
C 0.83 0.24 1.21
C 0.65 0.65 2.36
Li -1.35 1.69 3.11
Li -1.74 -1.60 -0.03
```

As for the charge: 0. The value obtained for the frontier orbital gap (spin up / spin down) is 3.9 / 3.9 eV. The HOMO energy (spin up / spin down) comes out at -5.455 / -5.456 eV.

***

# C2AsF3NO3ReS6

A molecular structure, C2AsF3NO3ReS6 in a non-equilibrium geometry (ωB97M-V with the def2-TZVPD basis set, OMol25).

XYZ file:
```
17
Properties=species:S:1:pos:R:3
Re -0.24 -0.28 0.65
As -3.35 -1.60 1.09
S 1.28 1.72 -0.71
S -5.30 -0.54 1.89
S -1.87 -0.09 2.01
S -4.60 -0.16 -0.12
S -1.13 -1.57 -0.73
S 1.80 -3.54 3.28
F 1.48 2.12 -3.31
F 1.69 0.01 -2.62
F 3.33 1.43 -2.36
O 1.61 3.02 -0.26
O 1.63 0.52 0.15
O -0.15 1.46 -0.96
N 0.66 -1.49 1.82
C 1.99 1.33 -2.33
C 1.18 -2.34 2.50
```

As for the charge: +2. The value obtained for the frontier orbital gap (spin up / spin down) is 4.4 / 4.3 eV. The HOMO energy (spin up / spin down) comes out at -15.903 / -15.913 eV.

***

# C2BF10NO4S2Sn

A molecular structure, C2BF10NO4S2Sn in a non-equilibrium geometry (ωB97M-V with the def2-TZVPD basis set, OMol25).

XYZ file:
```
21
Properties=species:S:1:pos:R:3
Sn -1.66 -0.01 1.92
S 1.51 -1.70 -0.60
S 0.73 0.69 -0.94
F 2.15 3.06 -1.14
F 3.36 1.29 -0.45
F 0.65 -3.71 0.95
F -4.49 2.71 -0.44
F 1.83 2.29 0.84
F -3.77 1.98 1.55
F 2.10 -2.46 1.93
F -5.68 1.16 0.68
F -3.71 0.54 -0.13
F 2.88 -3.77 0.50
O 0.89 0.31 -2.33
O 0.63 -2.34 -1.56
O -0.52 1.36 -0.66
O 2.83 -1.29 -1.11
N 0.76 -0.63 0.26
C 1.78 -3.01 0.81
C 2.14 1.93 -0.43
B -4.43 1.60 0.37
```

Its spin multiplicity is 2. As for the charge: +1. The value obtained for the frontier orbital gap (spin up / spin down) is 6.2 / 3.8 eV. The HOMO energy (spin up / spin down) comes out at -14.506 / -14.506 eV.